Record 1
Here is a molecular structure, C8H16I2IrO4 from the OMol25 dataset. Energies are from ωB97M-V with the def2-TZVPD basis set.

Atoms and positions in Å:
Ir -0.83 0.40 0.29
C 1.02 -0.01 2.38
C 1.39 1.41 1.95
O 0.57 1.85 0.79
C 1.41 2.13 -0.41
C 0.70 1.71 -1.67
O 0.20 0.34 -1.45
C -0.72 -0.16 -2.48
C -1.42 -1.42 -1.94
O -1.48 -1.41 -0.46
C -0.63 -2.49 0.13
C -0.06 -2.05 1.45
O 0.58 -0.75 1.20
H 1.89 -0.51 2.80
H 0.21 -0.03 3.11
H 1.23 2.12 2.76
H 2.43 1.46 1.64
H 1.64 3.19 -0.42
H 2.33 1.55 -0.30
H -0.16 2.34 -1.92
H 1.40 1.70 -2.51
H -1.43 0.64 -2.70
H -0.14 -0.40 -3.37
H -2.44 -1.47 -2.31
H -0.90 -2.33 -2.23
H -1.26 -3.37 0.24
H 0.18 -2.70 -0.58
H -0.81 -1.93 2.23
H 0.71 -2.75 1.78
I -2.95 1.97 -0.21
I -2.69 0.94 2.22

Its relative energy (zero: lowest compared OMol25 entry of this formula, charge and spin) is 19.5 kJ/mol. As for the net charge: +3. The HOMO energy comes out at -0.7679 hartree. The total energy is -35752.9088 eV. The orbital gap is 7.260 eV.

***

Record 2
Here is C5H10N2O in the gas phase in a non-equilibrium geometry from the OMol25 dataset. Energies are from ωB97M-V with the def2-TZVPD basis set.

Atoms and positions in Å:
C 0.65 1.45 -0.04
C -0.23 0.43 -0.01
C 1.95 0.94 -0.48
C -0.04 -1.98 0.42
C -1.73 0.68 0.31
N 1.70 -0.55 -0.49
N 0.30 -0.81 -0.44
O -2.43 0.58 -0.93
H 0.50 2.47 0.11
H 2.32 1.38 -1.52
H 2.72 1.17 0.27
H 0.72 -2.61 0.20
H 0.06 -1.65 1.43
H -1.11 -2.25 0.32
H -1.78 1.78 0.72
H -2.23 -0.03 1.00
H 2.23 -1.10 -1.14
H -1.73 0.61 -1.64

As for the SMILES: CN1NCC=C1CO. Its relative energy (zero: lowest compared OMol25 entry of this formula, charge and spin) is 331.8 kJ/mol. As for the net charge: 0. The HOMO energy comes out at -0.2720 hartree. The total energy is -10371.8664 eV. The orbital gap is 8.425 eV.

***

Record 3
Here is 2 unconnected molecules or ions with the total composition C3H8N2O in a non-equilibrium geometry from the OMol25 dataset. Energies are from ωB97M-V with the def2-TZVPD basis set.

Atoms and positions in Å:
C -0.47 1.06 0.59
C 0.79 1.26 0.21
C -1.56 0.61 -0.31
N 0.76 -1.84 0.16
N 1.06 -1.67 -1.04
O -0.37 -2.12 0.56
H 1.41 -1.49 0.92
H 2.01 -1.34 -1.17
H -0.77 1.30 1.60
H 1.11 1.12 -0.81
H 1.54 1.63 0.90
H -1.16 0.32 -1.29
H -2.07 -0.25 0.12
H -2.30 1.41 -0.45

As for the SMILES: [H]/N=[NH+]/[O-].C=CC. Its relative energy (zero: lowest compared OMol25 entry of this formula, charge and spin) is 436.4 kJ/mol. As for the net charge: 0. The HOMO energy comes out at -0.3572 hartree. The total energy is -8264.8026 eV. The orbital gap is 10.419 eV.

***

Record 4
Here is a molecular structure, C20H34BrO4Sn in a non-equilibrium geometry from the OMol25 dataset. Energies are from ωB97M-V with the def2-TZVPD basis set.

Atoms and positions in Å:
Sn 0.41 -0.27 -0.08
C 0.33 1.18 3.10
O 1.21 0.55 2.15
C 2.58 0.99 2.21
C 2.89 1.84 0.99
O 2.41 1.09 -0.14
C 2.86 1.43 -1.44
C 1.61 1.71 -2.23
O 0.70 0.62 -1.94
C -0.24 0.34 -2.99
H 0.62 0.92 4.11
H -0.68 0.81 2.90
H 0.33 2.27 2.98
H 3.20 0.10 2.20
H 2.77 1.55 3.12
H 3.96 1.99 0.92
H 2.38 2.81 1.03
H 3.39 0.57 -1.85
H 3.53 2.29 -1.45
H 1.86 1.74 -3.30
H 1.15 2.66 -1.94
H 0.28 0.13 -3.93
H -0.92 1.18 -3.14
H -0.80 -0.54 -2.70
C -7.74 -1.30 1.15
C -7.40 -0.35 -0.04
C -7.71 -1.19 -1.33
C -8.32 0.86 -0.01
C -5.96 -0.05 -0.05
C -5.01 -1.14 -0.03
C -3.70 -0.89 -0.01
Br -2.42 -2.29 0.03
C -3.15 0.50 -0.05
O -1.94 0.67 -0.06
C -4.15 1.62 -0.08
C -5.47 1.28 -0.07
C -3.77 3.09 -0.08
C -4.45 3.76 -1.31
C -2.28 3.41 -0.12
C -4.37 3.74 1.20
H -8.80 -1.55 1.08
H -7.56 -0.78 2.09
H -7.17 -2.23 1.15
H -8.77 -1.44 -1.29
H -7.14 -2.11 -1.40
H -7.52 -0.58 -2.22
H -9.36 0.52 -0.01
H -8.19 1.51 -0.88
H -8.18 1.46 0.90
H -5.35 -2.16 -0.03
H -6.19 2.08 -0.07
H -4.08 3.31 -2.23
H -4.18 4.82 -1.31
H -5.53 3.69 -1.28
H -1.80 3.01 -1.02
H -1.75 3.03 0.75
H -2.17 4.50 -0.14
H -5.45 3.71 1.22
H -4.05 4.78 1.24
H -3.99 3.22 2.09

Its relative energy (zero: lowest compared OMol25 entry of this formula, charge and spin) is 35.4 kJ/mol. As for the net charge: +3. The HOMO energy comes out at -0.6927 hartree. The total energy is -105326.2061 eV. The orbital gap is 6.499 eV.

***

Record 5
Here is C3H11OP3 in the gas phase in a non-equilibrium geometry from the OMol25 dataset. Energies are from ωB97M-V with the def2-TZVPD basis set.

Atoms and positions in Å:
C -0.23 -0.20 -2.97
C -1.64 -0.61 2.47
C 0.54 0.40 -1.78
O 0.10 -1.98 0.34
P 1.62 -0.24 2.38
P -0.46 0.97 -0.18
P -0.05 -0.74 1.12
H -0.95 -0.94 -2.61
H -0.82 0.56 -3.48
H 0.42 -0.82 -3.62
H -1.46 -0.02 3.34
H -2.50 -0.55 1.83
H -1.74 -1.60 2.73
H 1.22 1.26 -1.74
H 1.17 -0.35 -1.30
H 1.71 1.10 2.02
H 2.45 -0.53 1.42
H 0.58 1.88 0.29

As for the SMILES: CCP[P@@](C)(=O)P. Its relative energy (zero: lowest compared OMol25 entry of this formula, charge and spin) is 74.0 kJ/mol. As for the net charge: 0. The HOMO energy comes out at -0.3231 hartree. The total energy is -33201.7240 eV. The orbital gap is 9.352 eV.

***

Record 6
Here is a molecular structure, C23H26N6O3STi from the OMol25 dataset. Energies are from ωB97M-V with the def2-TZVPD basis set.

Atoms and positions in Å:
Ti -0.08 0.16 1.03
N -3.50 -2.44 -0.19
C -2.29 -1.81 -0.01
S -2.31 -0.05 0.06
N -1.23 -2.53 0.15
N -0.09 -1.79 0.34
C 1.05 -2.43 0.64
C 1.12 -3.88 0.90
C 0.79 -4.81 -0.09
C 0.86 -6.17 0.17
C 1.24 -6.62 1.42
C 1.56 -5.71 2.42
C 1.50 -4.35 2.15
C 2.19 -1.59 0.74
C 3.50 -2.07 0.97
C 4.55 -1.19 0.99
C 4.31 0.19 0.79
C 3.03 0.60 0.60
N 1.97 -0.23 0.58
H -4.22 -1.90 -0.62
H -3.45 -3.41 -0.45
H 0.48 -4.45 -1.06
H 0.60 -6.88 -0.61
H 1.29 -7.68 1.63
H 1.85 -6.05 3.40
H 1.74 -3.63 2.93
H 3.66 -3.13 1.11
H 5.56 -1.55 1.16
H 5.12 0.90 0.79
H 2.80 1.65 0.45
O -4.18 2.14 -1.66
C -4.10 3.25 -0.81
N -3.42 4.38 -1.42
C -2.20 4.92 -1.16
O -1.81 5.93 -1.72
C -1.33 4.26 -0.13
C -0.80 5.01 0.90
C 0.07 4.41 1.79
C 0.39 3.08 1.61
N -0.12 2.34 0.62
C -0.96 2.93 -0.24
H -3.57 1.44 -1.38
H -3.62 3.01 0.14
H -5.12 3.57 -0.61
H -3.91 4.84 -2.18
H -1.05 6.06 0.99
H 0.51 4.97 2.61
H 1.06 2.56 2.29
H -1.35 2.31 -1.04
C 0.48 -0.19 5.13
C -0.66 0.03 4.14
C -1.70 -1.07 4.23
O -0.14 0.08 2.84
H 0.11 -0.18 6.15
H 1.23 0.60 5.02
H 0.96 -1.15 4.93
H -1.14 0.99 4.37
H -1.24 -2.03 3.99
H -2.50 -0.88 3.51
H -2.14 -1.12 5.23

Its relative energy (zero: lowest compared OMol25 entry of this formula, charge and spin) is 5.4 kJ/mol. As for the net charge: 0. Its spin multiplicity is 3. The expectation value of S² is 2.018. The HOMO energy (spin up / spin down) comes out at -0.2085 / -0.2820 hartree. The total energy is -73309.7450 eV. The orbital gap (spin up / spin down) is 5.425 / 7.324 eV.

***

Record 7
Here is a molecular structure, C53H68BCsGeN7O4P2S2Si3Te in a non-equilibrium geometry from the OMol25 dataset. Energies are from ωB97M-V with the def2-TZVPD basis set.

Atoms and positions in Å:
Cs -0.41 -0.52 -0.01
C -3.97 -1.88 2.50
C -3.14 -2.84 1.74
N -1.95 -2.59 1.25
C -1.55 -3.74 0.61
C -2.52 -4.70 0.71
N -3.52 -4.11 1.43
C -2.73 -6.10 0.21
O -1.77 -6.58 -0.48
O -3.76 -6.66 0.57
C -0.23 -3.82 -0.08
O 0.04 -4.93 -0.70
O 0.55 -2.88 -0.03
H -3.34 -1.06 2.84
H -4.43 -2.35 3.37
H -4.77 -1.46 1.88
H -4.36 -4.61 1.66
H -0.72 -5.67 -0.61
Te -3.83 1.37 -4.26
C -3.59 2.93 -5.67
C -2.45 3.72 -5.70
C -2.35 4.73 -6.64
N -3.30 5.02 -7.53
C -4.39 4.26 -7.49
C -4.59 3.22 -6.60
C -2.03 1.54 -3.26
P -1.98 2.31 -1.62
C -3.02 3.83 -1.78
C -4.40 3.69 -1.64
C -5.24 4.79 -1.71
C -4.72 6.06 -1.89
C -3.35 6.22 -2.00
C -2.50 5.12 -1.95
C -0.30 3.09 -1.55
C 0.38 3.52 -2.69
C 1.59 4.19 -2.57
C 2.13 4.44 -1.31
C 1.47 4.00 -0.18
C 0.27 3.30 -0.30
P -0.82 0.28 -3.49
C -1.60 -1.36 -3.11
C -0.98 -2.55 -3.49
C -1.56 -3.78 -3.23
C -2.77 -3.86 -2.56
C -3.38 -2.69 -2.13
C -2.80 -1.45 -2.40
C -0.67 0.16 -5.32
C 0.21 1.06 -5.93
C 0.33 1.12 -7.30
C -0.41 0.26 -8.11
C -1.28 -0.64 -7.52
C -1.41 -0.69 -6.14
H -1.64 3.52 -5.00
H -1.46 5.36 -6.67
H -5.16 4.49 -8.22
H -5.51 2.65 -6.63
H -4.82 2.71 -1.47
H -6.31 4.65 -1.61
H -5.37 6.92 -1.94
H -2.92 7.21 -2.13
H -1.44 5.27 -2.03
H -0.05 3.32 -3.66
H 2.12 4.52 -3.46
H 3.07 4.97 -1.22
H 1.86 4.20 0.81
H -0.24 2.96 0.60
H -0.03 -2.51 -4.01
H -1.05 -4.69 -3.52
H -3.21 -4.82 -2.34
H -4.31 -2.73 -1.58
H -3.28 -0.54 -2.05
H 0.79 1.72 -5.30
H 1.02 1.83 -7.75
H -0.31 0.31 -9.19
H -1.87 -1.31 -8.14
H -2.11 -1.39 -5.69
C 2.82 1.40 1.85
N 2.26 2.17 2.92
C 2.78 3.35 3.43
C 1.95 3.74 4.42
N 0.93 2.82 4.53
B -0.30 2.97 5.49
N -1.59 3.07 4.63
C -2.63 2.17 4.71
C -3.54 2.49 3.77
N -3.05 3.59 3.10
C -3.67 4.20 1.95
C -1.85 3.95 3.63
S -0.89 5.26 3.13
C 1.12 1.85 3.60
S 0.21 0.45 3.33
H 3.79 1.82 1.59
H 2.18 1.43 0.97
H 2.94 0.36 2.15
H 3.67 3.80 3.04
H 1.95 4.62 5.04
H -0.41 2.00 6.20
H -0.11 3.99 6.12
H -2.61 1.36 5.42
H -4.48 2.03 3.50
H -4.68 4.55 2.20
H -3.72 3.49 1.13
H -3.06 5.05 1.64
C 1.00 -5.27 2.62
Si 2.77 -4.93 2.08
C 3.88 -6.08 3.09
C 3.06 -5.36 0.27
Ge 3.36 -2.66 2.48
Si 5.33 -2.14 1.26
C 6.20 -0.58 1.85
C 4.93 -1.94 -0.56
C 6.56 -3.57 1.43
Si 3.32 -2.08 4.78
C 3.67 -0.27 5.09
C 4.67 -3.07 5.67
C 1.66 -2.54 5.52
H 0.54 -6.03 1.99
H 0.38 -4.37 2.59
H 1.00 -5.63 3.66
H 3.65 -7.12 2.84
H 3.71 -5.95 4.17
H 4.94 -5.91 2.89
H 2.64 -6.34 0.05
H 4.14 -5.39 0.06
H 2.59 -4.64 -0.39
H 5.63 0.31 1.58
H 7.18 -0.51 1.36
H 6.35 -0.57 2.93
H 4.21 -1.14 -0.72
H 4.50 -2.86 -0.97
H 5.84 -1.70 -1.13
H 6.81 -3.76 2.48
H 7.49 -3.33 0.90
H 6.15 -4.49 1.01
H 4.58 0.07 4.59
H 3.78 -0.09 6.16
H 2.84 0.34 4.73
H 5.66 -2.83 5.26
H 4.52 -4.15 5.57
H 4.67 -2.82 6.73
H 0.87 -1.96 5.04
H 1.64 -2.31 6.59
H 1.44 -3.60 5.38

Its relative energy (zero: lowest compared OMol25 entry of this formula, charge and spin) is 38.1 kJ/mol. As for the net charge: -2. Its spin multiplicity is 2. The expectation value of S² is 0.753. The HOMO energy (spin up / spin down) comes out at -0.0928 / -0.0928 hartree. The total energy is -203609.7024 eV. The orbital gap (spin up / spin down) is 5.847 / 5.430 eV.

***

Record 8
Here is 2 unconnected molecules or ions with the total composition C14H12N5O3 in a non-equilibrium geometry from the OMol25 dataset. Energies are from ωB97M-V with the def2-TZVPD basis set.

Atoms and positions in Å:
C 0.87 -1.15 -2.06
C 0.34 0.23 -2.07
C 1.27 1.28 -2.13
N 2.05 2.17 -2.17
C -1.04 0.55 -2.09
C -2.07 -0.45 -2.12
C -3.41 -0.10 -2.11
C -3.79 1.25 -2.10
C -2.81 2.25 -2.09
C -1.46 1.92 -2.10
H 0.09 -1.91 -2.00
H 1.48 -1.34 -2.96
H 1.54 -1.28 -1.20
H -1.78 -1.51 -2.14
H -4.17 -0.88 -2.12
H -4.85 1.52 -2.09
H -3.10 3.31 -2.08
H -0.70 2.71 -2.10
C 3.81 -2.44 2.38
O 3.54 -1.17 3.02
C 2.34 -0.66 2.72
N 2.05 0.53 3.29
C 0.85 0.99 3.03
N 0.25 2.14 3.49
O -1.00 2.15 2.94
N -1.20 0.94 2.07
O -2.29 0.81 1.53
C -0.04 0.24 2.16
C 0.35 -0.96 1.59
N 1.58 -1.40 1.90
H 4.80 -2.72 2.71
H 3.07 -3.19 2.68
H 3.79 -2.32 1.29
H -0.34 -1.51 0.95

Its relative energy (zero: lowest compared OMol25 entry of this formula, charge and spin) is 32.0 kJ/mol. As for the net charge: -1. The HOMO energy comes out at -0.0897 hartree. The total energy is -28300.9676 eV. The orbital gap is 3.354 eV.

***

Record 9
Here is a molecular structure, C3H2O2Pm in a non-equilibrium geometry from the OMol25 dataset. Energies are from ωB97M-V with the def2-TZVPD basis set.

Atoms and positions in Å:
O 1.89 -0.22 0.20
C 0.62 -0.72 0.13
C -0.36 0.32 -0.32
C -1.65 0.46 -0.07
O -2.76 0.70 0.18
Pm 1.77 1.91 -0.16
H 0.26 -1.28 1.02
H 0.24 -1.16 -0.97

Its relative energy (zero: lowest compared OMol25 entry of this formula, charge and spin) is 165.7 kJ/mol. As for the net charge: +2. Its spin multiplicity is 6. The expectation value of S² is 8.774. The HOMO energy (spin up / spin down) comes out at -0.6585 / -0.6990 hartree. The total energy is -23769.8370 eV. The orbital gap (spin up / spin down) is 5.886 / 8.101 eV.

***

Record 10
Here is 2 unconnected molecules or ions with the total composition CHN3O3S in a non-equilibrium geometry from the OMol25 dataset. Energies are from ωB97M-V with the def2-TZVPD basis set.

Atoms and positions in Å:
C -0.20 1.63 -0.60
N 0.31 2.64 -0.36
N -1.62 0.25 1.02
N 1.76 -1.06 0.08
O 2.37 -0.28 -0.53
O 1.90 -2.07 0.66
O -1.38 -0.62 -1.49
S -0.84 -0.07 -0.25
H -2.30 -0.42 1.48

Its relative energy (zero: lowest compared OMol25 entry of this formula, charge and spin) is 770.2 kJ/mol. As for the net charge: 0. The HOMO energy (spin up / spin down) comes out at -0.3828 / -0.3763 hartree. The total energy is -22493.5528 eV. The orbital gap (spin up / spin down) is 7.791 / 8.582 eV.

***

Record 11
Here is a molecular structure, C48H37N2O4SSbTcTe in a non-equilibrium geometry from the OMol25 dataset. Energies are from ωB97M-V with the def2-TZVPD basis set.

Atoms and positions in Å:
Tc -0.41 1.46 2.30
C -1.96 3.92 0.53
O -1.82 2.54 0.79
C -2.85 1.71 0.37
C -3.95 2.09 -0.36
C -4.92 1.14 -0.68
C -4.78 -0.17 -0.26
C -3.66 -0.56 0.45
C -2.68 0.37 0.77
N -1.48 0.05 1.39
N -1.38 -0.37 2.64
C -0.39 -1.31 2.91
C 0.81 -0.72 3.51
O 0.90 0.55 3.52
C 1.71 -1.57 4.24
C 1.38 -2.86 4.50
C 0.14 -3.42 4.07
C -0.21 -4.73 4.42
C -1.42 -5.26 4.04
C -2.32 -4.49 3.30
C -1.99 -3.21 2.94
C -0.76 -2.66 3.31
H -1.91 4.12 -0.54
H -2.91 4.29 0.94
H -1.13 4.42 1.04
H -4.10 3.11 -0.67
H -5.78 1.43 -1.25
H -5.53 -0.90 -0.50
H -3.53 -1.59 0.76
H 2.62 -1.12 4.61
H 2.04 -3.49 5.07
H 0.49 -5.32 5.00
H -1.68 -6.28 4.32
H -3.28 -4.90 3.02
H -2.69 -2.59 2.39
O 3.37 0.67 1.77
C 2.57 1.53 1.44
O 1.45 1.27 0.86
C 2.87 3.00 1.59
C 4.07 3.43 1.05
C 4.40 4.78 1.02
C 3.52 5.70 1.56
C 2.34 5.27 2.13
C 1.99 3.92 2.14
S 0.50 3.52 3.00
H 4.75 2.70 0.64
H 5.32 5.11 0.57
H 3.75 6.76 1.55
H 1.66 5.98 2.59
Te 1.14 -1.35 1.17
C 1.37 -3.50 1.37
C 0.42 -4.41 0.91
C 0.67 -5.77 0.94
C 1.88 -6.24 1.43
C 2.84 -5.35 1.88
C 2.58 -3.99 1.85
H -0.53 -4.05 0.53
H -0.07 -6.47 0.58
H 2.09 -7.30 1.43
H 3.78 -5.71 2.25
H 3.33 -3.28 2.20
C 3.25 -1.82 -4.06
C 2.37 -2.43 -3.17
C 1.43 -1.67 -2.50
C 1.34 -0.31 -2.71
C 2.22 0.30 -3.59
C 3.17 -0.45 -4.26
Sb -0.09 0.82 -1.54
C -1.85 0.20 -2.68
C -2.69 1.07 -3.35
C -3.88 0.62 -3.91
C -4.23 -0.72 -3.79
C -3.41 -1.59 -3.10
C -2.23 -1.12 -2.54
C 0.27 2.72 -2.54
C 0.75 3.76 -1.75
C 0.99 5.01 -2.30
C 0.74 5.23 -3.65
C 0.29 4.19 -4.44
C 0.06 2.94 -3.89
H 3.99 -2.40 -4.57
H 2.43 -3.49 -3.00
H 0.77 -2.16 -1.79
H 2.17 1.37 -3.75
H 3.86 0.04 -4.94
H -2.43 2.12 -3.44
H -4.52 1.30 -4.43
H -5.15 -1.07 -4.22
H -3.68 -2.63 -2.99
H -1.59 -1.80 -1.98
H 0.96 3.59 -0.71
H 1.36 5.81 -1.68
H 0.92 6.20 -4.08
H 0.12 4.35 -5.50
H -0.28 2.12 -4.52

Its relative energy (zero: lowest compared OMol25 entry of this formula, charge and spin) is 356.4 kJ/mol. As for the net charge: 0. Its spin multiplicity is 2. The expectation value of S² is 0.856. The HOMO energy (spin up / spin down) comes out at -0.2710 / -0.2718 hartree. The total energy is -88407.6486 eV. The orbital gap (spin up / spin down) is 6.143 / 6.290 eV.

***

Record 12
Here is 2 unconnected molecules or ions with the total composition C2H5FSi in a non-equilibrium geometry from the OMol25 dataset. Energies are from ωB97M-V with the def2-TZVPD basis set.

Atoms and positions in Å:
C -0.51 -0.73 -1.23
C 0.27 0.15 -0.59
F -0.56 -0.94 -2.54
Si 0.35 0.62 1.34
H -1.55 -2.00 -0.62
H 0.74 0.78 -1.37
H -0.25 1.80 1.68
H 1.80 0.94 1.48
H -0.30 -0.62 1.87

Its relative energy (zero: lowest compared OMol25 entry of this formula, charge and spin) is 469.1 kJ/mol. As for the net charge: 0. The HOMO energy comes out at -0.3682 hartree. The total energy is -12745.5876 eV. The orbital gap is 10.568 eV.